i) A 10-piece molecular cluster, C32H62FIN2O13S5 overall, computed with ωB97M-V with the def2-TZVPD basis set.

Properties
net charge	0
HOMO level	-7.9	eV
gap between HOMO and LUMO	7.7	eV
E_LUMO	-0.2	eV

Structure (XYZ):
```
116
Properties=species:S:1:pos:R:3:mulliken_charge:R:1
C 0.74045 -4.29475 -5.42610 -0.95
C 0.17445 -5.28475 -4.35910 0.66
O 0.34345 -6.52875 -4.50510 -0.54
N -0.72955 -4.78075 -3.24510 0.23
H -1.04155 -5.65875 -2.68210 0.38
H -0.00355 -4.22875 -2.51010 0.07
C -1.85255 -3.89475 -3.61210 -0.30
H 1.41445 -4.87175 -6.21510 0.30
H 1.01545 -3.37175 -4.96910 0.27
H -0.08855 -3.88575 -5.98910 0.33
H -1.63555 -3.00175 -4.11610 0.25
H -2.25455 -3.65075 -2.71610 -0.17
H -2.61455 -4.42975 -4.23810 0.35
C 3.02845 -0.71975 -1.45610 -0.81
C 1.80545 -0.72775 -0.34710 0.20
O 2.08845 -0.48175 0.84590 -0.47
N 0.51345 -0.97575 -0.95310 1.72
H 0.44645 -0.41375 -1.97010 -0.37
H 0.57045 -1.97675 -1.16810 0.01
C -0.70655 -0.85575 -0.07810 -0.51
H 2.80845 -1.29875 -2.32010 0.26
H 4.00245 -1.11275 -1.00110 0.33
H 3.28745 0.31825 -1.67410 0.04
H -1.65455 -1.39075 -0.54010 -0.24
H -1.00555 0.10625 0.12790 0.50
H -0.70055 -1.39875 0.86090 -0.01
I -0.25055 0.00625 -4.36710 -0.72
O 0.85345 -3.49175 -1.44310 -0.97
H 1.74045 -3.97675 -1.13610 0.08
F 4.56445 2.63825 -2.02610 -0.21
C 4.07945 3.49925 -2.85810 0.31
C 2.69945 3.31325 -3.28710 0.31
C 2.20945 4.04525 -4.43910 -0.96
C 2.88745 5.13425 -4.93810 -0.90
C 4.19145 5.42025 -4.42610 -0.47
C 4.73345 4.53825 -3.49510 -0.24
H 1.90945 2.56125 -3.06610 0.20
H 1.27045 3.73525 -4.69810 0.53
H 2.84445 5.68725 -5.64710 0.77
H 4.74745 6.26425 -4.78010 0.43
H 5.81545 4.78825 -3.09310 0.20
C -4.96255 -1.46175 -1.41010 0.28
C -6.09855 -1.43075 -0.38010 -0.81
C -5.82155 -0.30675 0.25590 -0.21
S -5.50355 0.94425 -0.98810 1.01
O -4.43855 1.78625 -0.56810 -0.50
O -6.78055 1.51225 -1.31510 -0.73
C -5.06855 -0.16975 -2.15810 -0.72
H -5.14855 -2.27075 -2.16610 0.35
H -3.99655 -1.63575 -1.01110 -0.49
H -6.18955 -2.38175 0.14690 0.31
H -7.12455 -1.40875 -0.76410 0.29
H -4.89555 -0.35575 0.99490 -0.06
H -6.55955 -0.22375 1.04390 0.51
H -4.09855 0.20125 -2.53910 0.35
H -5.60855 -0.29575 -3.03310 0.37
C 0.25945 5.78925 -1.15510 -1.07
C -1.11155 5.18225 -1.05810 -0.82
C -1.11655 3.83125 -0.96710 -0.18
S 0.31045 3.36725 -0.02310 0.84
O 0.95545 2.17625 -0.45910 -0.24
O -0.14755 3.34525 1.35690 -0.63
C 1.14445 4.84525 -0.25910 -0.62
H 0.33445 6.73725 -0.71110 0.37
H 0.63645 5.95025 -2.01110 0.54
H -1.87155 5.53125 -1.78510 0.46
H -1.79455 5.61925 -0.34910 0.38
H -1.18455 3.29325 -1.98510 0.35
H -2.08855 3.51825 -0.28010 0.09
H 2.20645 4.64825 -0.73910 0.06
H 1.29145 5.42125 0.61790 0.55
C -2.76955 -4.78075 0.31290 0.16
C -3.77255 -4.40975 1.45690 -0.17
C -3.19955 -3.50175 2.42690 -0.13
S -1.56055 -4.09975 2.61790 0.97
O -1.54855 -4.96875 3.82990 -0.78
O -0.60455 -3.02875 2.55490 -0.52
C -1.37555 -5.01775 1.12290 -0.49
H -2.86955 -3.91875 -0.37510 -0.52
H -3.18255 -5.70275 -0.28210 0.41
H -4.36955 -5.22775 1.93890 0.34
H -4.51655 -3.74475 0.99290 -0.26
H -3.85655 -3.11475 3.27290 0.50
H -3.02255 -2.70375 1.85490 -0.09
H -1.42455 -6.16375 1.34690 0.37
H -0.39555 -4.78875 0.46490 0.17
C -0.42655 2.18925 4.47590 -0.27
C 0.10945 0.81525 4.90690 -1.08
C -0.37355 -0.17675 3.98390 0.42
S -2.05755 0.32825 3.74390 1.20
O -2.74255 -0.47975 4.78190 -0.81
O -2.45855 0.21625 2.35990 -0.40
C -1.82255 1.98425 4.26890 -1.30
H 0.13045 2.46425 3.64990 0.19
H -0.46055 2.87425 5.29590 0.30
H -0.37555 0.46925 5.86890 0.38
H 1.22945 0.78725 4.95190 0.30
H -0.09755 -1.18775 4.45290 0.29
H 0.27445 -0.15775 3.00090 -0.20
H -2.34755 2.12325 5.06090 0.72
H -2.14955 2.63625 3.48690 0.33
C 5.69045 0.76225 2.28990 -0.61
C 4.65145 0.11825 3.23090 -0.15
C 5.23545 -0.00575 4.53690 -0.67
S 6.11745 1.54925 4.69890 1.21
O 7.33945 1.32225 5.35890 -0.66
O 5.07545 2.37925 5.21690 -0.66
C 6.32845 1.90525 2.97290 -0.65
H 5.23545 1.10725 1.35090 0.21
H 6.55345 0.19725 1.94990 0.32
H 4.24745 -0.91075 2.88090 0.17
H 3.87245 0.75425 3.15190 0.23
H 5.90145 -0.87175 4.74890 0.35
H 4.53345 -0.06475 5.54490 0.27
H 7.57945 2.04125 2.89690 0.30
H 5.89945 2.89225 3.00090 0.37
```

ii) A 10-piece molecular cluster, C32H62FIN2O13S5 overall, computed with ωB97M-V with the def2-TZVPD basis set.

Properties
net charge	0
HOMO level	-7.8	eV
gap between HOMO and LUMO	7.7	eV
E_LUMO	-0.1	eV

Structure (XYZ):
```
116
Properties=species:S:1:pos:R:3:mulliken_charge:R:1
C -1.12438 5.58671 -0.01508 -1.05
C 0.18936 5.53612 -0.67617 0.51
O 0.78775 6.45421 -1.12573 -0.52
N 0.89188 4.14531 -0.63307 0.82
H 1.82828 4.36353 -0.31474 0.28
H 0.35116 3.46169 0.00672 -0.23
C 0.98251 3.49477 -1.97040 -0.81
H -1.39504 6.53672 0.22142 0.67
H -1.17592 5.15381 0.92786 0.33
H -2.04833 5.69472 -0.93895 0.16
H 1.58211 2.62325 -1.75928 0.22
H 1.34930 4.33130 -2.86877 0.27
H 0.00185 3.12973 -2.11230 0.35
C -1.99717 -0.83265 1.01810 -0.78
C -0.56455 -1.03047 0.86106 0.49
O 0.14575 -1.88431 1.42706 -0.59
N 0.12319 -0.11759 -0.17197 2.49
H -0.33602 -0.24906 -1.08535 -0.90
H -0.13819 0.78932 0.17415 -0.50
C 1.50670 -0.36605 -0.39662 -0.24
H -2.62418 -0.92723 0.00714 0.19
H -2.50564 -0.15768 1.30847 0.80
H -2.38885 -1.76935 1.56167 -0.12
H 1.51282 -1.15798 -1.18656 0.56
H 2.06423 -0.15002 0.62562 -0.13
H 2.01213 0.35055 -1.07566 -0.34
I -1.15661 -0.04770 -3.23637 -0.77
O -0.25536 2.36189 0.87475 -0.67
H -0.39533 2.40588 1.80942 -0.16
F -7.30281 -4.80869 -0.68632 -0.34
C -6.01773 -4.54100 -0.95580 0.46
C -5.57796 -3.28695 -0.95884 -0.06
C -4.28401 -2.88778 -1.40654 0.20
C -3.39638 -3.80002 -1.86087 -0.69
C -3.79953 -5.14564 -1.87408 -0.70
C -5.11009 -5.58104 -1.35670 -0.67
H -6.47624 -2.65457 -0.78487 0.27
H -3.95529 -1.79512 -1.60036 0.01
H -2.50335 -3.27041 -2.21297 0.37
H -3.14457 -5.77707 -2.24794 0.57
H -5.45475 -6.56498 -1.39393 0.57
C 5.14361 -1.46661 0.37488 -0.06
C 5.76908 -2.57943 1.26007 -0.80
C 6.40239 -2.04701 2.33664 -0.60
S 7.13990 -0.54608 1.76890 1.14
O 8.47946 -0.88801 1.45773 -0.74
O 6.92032 0.49503 2.70315 -0.60
C 6.22921 -0.31546 0.29856 -0.31
H 4.42618 -0.91361 0.92462 -0.11
H 4.79805 -1.80631 -0.61365 0.33
H 6.49975 -3.27376 0.67259 0.25
H 4.95614 -3.11312 1.55083 0.42
H 7.16320 -2.73774 2.69201 0.43
H 5.77338 -1.84964 3.28038 0.31
H 6.80374 -0.81681 -0.54090 0.34
H 5.74202 0.76022 0.13543 0.00
C -4.59378 -3.80901 2.75771 -1.18
C -5.73063 -4.73291 2.67720 -0.49
C -6.73441 -4.30150 3.66780 -0.59
S -6.71532 -2.58985 3.72557 1.23
O -6.46427 -2.18932 5.07782 -0.70
O -7.75971 -1.96886 2.89627 -0.68
C -5.23247 -2.41259 2.80459 -0.30
H -3.88280 -3.74274 2.14495 0.75
H -4.07528 -3.80472 3.80519 0.35
H -5.29222 -5.59925 2.67441 0.64
H -5.92426 -4.53461 1.57424 -0.04
H -6.43975 -4.62866 4.83591 0.29
H -7.84213 -4.59813 3.30587 0.32
H -4.59954 -1.45404 3.10924 0.39
H -5.41605 -2.16107 1.75978 0.01
C 4.23906 -1.67718 -5.52902 -0.38
C 5.55438 -1.24022 -4.86594 -0.35
C 5.27996 -0.07185 -4.16969 -1.19
S 3.58573 0.00319 -3.76643 1.39
O 3.05742 1.28593 -3.74906 -0.78
O 3.30675 -0.94307 -2.75836 -0.62
C 3.15787 -0.75719 -5.29203 -0.79
H 3.98468 -2.62132 -4.88949 0.16
H 4.21929 -1.85625 -6.69349 0.30
H 6.55248 -1.28944 -5.63128 0.27
H 5.67347 -1.95769 -4.05631 0.18
H 5.54780 0.59892 -4.69488 0.85
H 5.87085 -0.22048 -3.30321 0.25
H 3.05509 0.00277 -6.00607 0.45
H 2.17657 -1.30016 -5.28799 0.33
C 4.79717 2.96810 3.49904 -0.49
C 3.67234 1.92873 3.52029 -0.21
C 2.76006 2.17527 2.52535 -0.03
S 3.63952 3.02671 1.15673 1.43
O 2.93098 4.24167 0.98756 -1.00
O 3.98108 2.18379 0.06292 -0.68
C 5.11773 3.29686 2.05874 -1.44
H 5.82718 2.65634 3.75411 0.29
H 4.36163 3.92660 4.03000 0.33
H 3.33097 1.84201 4.67511 0.30
H 4.20731 0.99314 3.32538 -0.06
H 1.95094 2.87074 2.88820 0.29
H 2.27191 1.21413 2.00552 -0.31
H 5.43410 4.29722 2.08905 0.48
H 5.89525 2.82309 1.82892 0.75
C -3.65909 2.84348 -0.89984 0.18
C -4.34271 3.50169 0.30615 -0.03
C -5.42585 2.65008 0.68719 -1.25
S -5.62455 1.30207 -0.44833 1.07
O -6.98789 0.99187 -0.77230 -0.78
O -4.83172 0.22013 -0.05171 -0.41
C -4.75763 2.11581 -1.70918 -0.66
H -2.77779 2.28491 -0.65266 -0.34
H -3.17865 3.60487 -1.63281 0.26
H -4.77187 4.57314 -0.07872 0.20
H -3.38577 3.73530 1.10421 0.05
H -6.19982 3.10862 0.33121 0.54
H -5.49673 2.37960 1.68081 0.57
H -5.58059 2.88317 -2.28296 0.23
H -4.16341 1.41437 -2.32977 0.33
```

i) is preferred energetically. Next in line: 0.1362 hartree higher.

i) A 2-piece molecular cluster, C3H8O4 overall, computed with ωB97M-V with the def2-TZVPD basis set.

Properties
net charge	0
HOMO level	-11.0	eV
gap between HOMO and LUMO	11.4	eV
SMILES	O=C(O)CCO.O
E_LUMO	0.3	eV

Structure (XYZ):
```
15
Properties=species:S:1:pos:R:3:mulliken_charge:R:1
O 1.94849 1.64809 0.61593 -0.50
C 1.23513 0.68926 0.62769 0.41
O -0.02842 0.67808 1.36690 -0.47
C 1.32108 -0.47499 -0.25477 -0.45
C 0.49766 -0.23496 -1.48451 -0.23
O -0.73777 -0.88350 -1.39371 -0.50
H 0.24788 1.55719 1.98575 0.35
H 1.02778 -1.39267 0.31757 0.34
H 2.45099 -0.49456 -0.34544 0.26
H 0.98204 -0.69190 -2.48749 0.24
H 0.37099 0.82169 -1.63441 0.28
H -1.19723 -0.65239 -0.52929 0.21
H -2.87392 0.46923 0.82863 0.35
H -2.17057 -0.66658 1.11956 0.31
O -3.07412 -0.37199 1.26760 -0.61
```

ii) C3H8O4 as an isolated structure, computed with ωB97M-V with the def2-TZVPD basis set.

Properties
net charge	0
HOMO level	-9.0	eV
gap between HOMO and LUMO	9.8	eV
E_LUMO	0.8	eV

Structure (XYZ):
```
15
Properties=species:S:1:pos:R:3:mulliken_charge:R:1
C -0.64743 2.02554 0.36185 -0.67
C -0.59653 -1.67365 -0.20449 -1.29
C -1.34418 -0.47535 -0.22324 0.89
O -0.30789 0.64170 0.51835 -0.41
O -2.28318 0.01716 -0.72980 -0.45
H -0.17067 2.43638 -0.53046 0.29
H -1.72858 2.11217 0.26460 0.34
H -0.31763 2.55929 1.25191 0.24
H -1.12301 -2.49414 -0.67988 0.35
H 0.61602 -1.21182 -0.63698 0.53
H -0.20821 -1.92200 0.78045 0.35
O 1.61678 -0.35728 -0.59460 -0.58
O 2.50489 -0.89704 0.42544 -0.34
H 3.27919 -1.11255 -0.11146 0.32
H 0.71043 0.35159 0.10832 0.44
```

i) is preferred energetically. Next in line: 0.1407 hartree higher.